{
  "formula": "CCl4OS",
  "method": "ωB97M-V/def2-TZVPD",
  "elements": ["Cl", "Cl", "Cl", "S", "O", "C", "Cl"],
  "coordinates": [[-1.45, 0.66, 1.73], [1.07, -0.74, -2.22], [-2.37, 0.51, -0.91], [0.84, -0.16, -0.02], [1.26, -1.30, 0.67], [-1.54, -0.27, 0.33], [2.19, 1.30, 0.42]],
  "lumo_energy_ev": -2.081,
  "fmax_ev_per_a": 2.61,
  "homo_lumo_gap_ha": 0.282,
  "de_lowest_kcal_mol": 78.29,
  "multiplicity": 1,
  "total_charge": 0
}

---

{
  "formula": "C3H5N3O",
  "method": "ωB97M-V/def2-TZVPD",
  "elements": ["C", "H", "H", "N", "H", "O", "H", "C", "N", "H", "N", "C"],
  "coordinates": [[1.81, -0.17, 0.38], [-1.83, -2.03, 0.51], [0.25, 1.94, 0.06], [-1.38, -1.12, 0.50], [-0.64, -0.20, -1.35], [-1.84, 1.45, -1.45], [2.26, -1.12, 0.62], [0.51, -0.01, 0.61], [-0.21, -1.21, 0.91], [2.37, 0.64, -0.08], [-0.29, 1.09, 0.24], [-1.01, 0.74, -0.94]],
  "smiles": "[H]/N=N/C(=C)NC=O",
  "lumo_energy_ev": -0.135,
  "fmax_ev_per_a": 1.08,
  "homo_lumo_gap_ha": 0.349,
  "de_lowest_kcal_mol": 77.66,
  "multiplicity": 1,
  "total_charge": 0
}

---

{
  "formula": "C3H3CuLiO3",
  "method": "ωB97M-V/def2-TZVPD",
  "elements": ["Cu", "O", "C", "H", "H", "O", "C", "H", "Li", "C", "O"],
  "coordinates": [[3.37, 0.79, 0.19], [-1.12, -0.66, -0.50], [1.11, -1.30, 0.02], [0.82, -2.34, -0.24], [1.72, 1.81, -0.45], [-2.33, 0.73, 0.81], [-2.25, 0.23, -0.31], [0.18, 0.61, 0.52], [-3.90, 1.41, -0.14], [0.09, -0.30, -0.08], [2.31, -0.99, 0.19]],
  "lumo_energy_ev": [-1.031, -1.038],
  "fmax_ev_per_a": 2.33,
  "homo_lumo_gap_ha": [0.213, 0.215],
  "de_lowest_kcal_mol": 66.35,
  "multiplicity": 2,
  "total_charge": 0
}

---

{
  "formula": "C16H13NO3S2Ti",
  "method": "ωB97M-V/def2-TZVPD",
  "elements": ["C", "O", "N", "C", "C", "H", "S", "H", "C", "C", "C", "O", "H", "C", "Ti", "S", "O", "H", "H", "H", "H", "C", "C", "C", "C", "C", "H", "H", "H", "C", "C", "H", "H", "H", "C", "C"],
  "coordinates": [[1.29, 1.85, 0.25], [-0.93, 1.00, -0.28], [-1.61, -2.53, 0.29], [-1.27, -4.35, -1.41], [-2.34, -6.10, 0.53], [3.71, 1.07, 0.89], [-2.67, -3.87, 2.20], [-1.73, -7.66, -0.88], [-0.10, 2.09, -0.16], [1.69, 0.67, 0.80], [-1.27, -5.71, -1.58], [0.83, -0.34, 0.97], [1.42, 7.03, -1.23], [-2.11, -2.43, 1.50], [-0.87, -0.63, 0.46], [-2.17, -0.84, 2.25], [-0.13, 5.59, -0.89], [-0.82, -3.69, -2.12], [3.24, 2.80, 0.32], [3.24, -0.54, 0.20], [0.77, 6.97, 0.49], [-2.25, -4.75, 0.73], [2.15, 2.94, 0.06], [3.08, 0.20, 1.03], [1.74, 4.17, -0.26], [0.51, 6.87, -0.61], [-0.25, 7.61, -0.89], [-2.79, -6.71, 1.28], [-0.84, -6.20, -2.42], [-0.53, 3.34, -0.66], [-1.78, -6.60, -0.64], [3.20, -0.24, 2.01], [2.45, 4.97, -0.45], [-1.52, 3.46, -1.06], [0.35, 4.40, -0.57], [-1.68, -3.84, -0.17]],
  "lumo_energy_ev": [-8.608, -8.608],
  "fmax_ev_per_a": 3.01,
  "homo_lumo_gap_ha": [0.236, 0.235],
  "multiplicity": 1,
  "total_charge": 2
}

---

{
  "formula": "C4H30NO11",
  "method": "ωB97M-V/def2-TZVPD",
  "elements": ["H", "H", "O", "H", "C", "H", "H", "O", "H", "H", "H", "H", "O", "H", "O", "H", "H", "H", "O", "H", "H", "H", "N", "O", "H", "H", "H", "H", "H", "O", "H", "O", "O", "H", "H", "H", "H", "H", "H", "C", "C", "O", "C", "H", "O", "H"],
  "coordinates": [[-2.21, -0.14, 2.44], [-2.44, -1.01, -2.03], [-0.47, 2.34, 2.58], [-0.43, 1.50, 2.89], [-0.01, 1.91, -1.08], [-0.99, 1.29, 0.69], [3.73, -0.62, -0.63], [-2.67, -2.81, 1.63], [2.86, -3.46, -0.41], [0.66, 2.23, -0.27], [0.91, -1.86, 0.35], [1.27, 1.82, 2.40], [2.64, 1.59, -1.76], [0.30, -1.18, 3.46], [-2.24, 0.02, -2.24], [2.12, -3.85, -1.59], [-0.36, -0.13, -0.29], [1.76, -1.94, -0.68], [-2.11, -2.39, -1.01], [-0.44, 2.82, 3.43], [2.01, 1.75, -3.79], [2.81, 2.07, 2.30], [-0.84, 0.93, -0.27], [2.85, -3.24, -1.37], [-2.76, -2.47, -0.32], [-2.25, -3.77, 1.76], [-1.68, 0.57, -0.77], [0.25, 0.02, -2.22], [-0.78, 3.55, -2.39], [-1.52, -0.09, 1.76], [-3.45, -2.79, 2.13], [0.76, -1.83, -0.57], [0.31, -0.22, 3.72], [-1.29, -2.36, -0.96], [-0.13, 1.28, -3.27], [-1.00, -0.93, 2.06], [-1.83, 2.21, -2.03], [1.25, 0.03, 3.68], [2.94, -0.37, 0.68], [0.41, 1.13, -2.32], [-1.08, 2.91, -1.53], [2.06, 1.46, 2.23], [1.87, 1.53, -2.74], [-1.47, 3.46, -0.70], [3.28, -1.02, 0.19], [-2.60, 0.06, -3.09]],
  "lumo_energy_ev": -3.004,
  "fmax_ev_per_a": 12.91,
  "homo_lumo_gap_ha": 0.354,
  "de_lowest_kcal_mol": 113.91,
  "multiplicity": 1,
  "total_charge": 1
}

---

{
  "formula": "C4H6O2",
  "method": "ωB97M-V/def2-TZVPD",
  "elements": ["O", "H", "C", "H", "H", "C", "O", "H", "C", "H", "C", "H"],
  "coordinates": [[2.32, 1.11, -0.38], [-0.86, 1.35, -0.65], [0.67, -0.68, -0.41], [-1.23, -1.65, 0.09], [-1.91, 0.88, 0.95], [1.19, 0.75, -0.21], [0.23, 1.58, 0.24], [0.46, -0.84, -1.48], [-0.62, -0.78, 0.38], [-0.41, -0.90, 1.46], [-1.27, 0.56, 0.13], [1.44, -1.38, -0.11]],
  "lumo_energy_ev": 0.561,
  "fmax_ev_per_a": 3.66,
  "homo_lumo_gap_ha": 0.388,
  "de_lowest_kcal_mol": 69.35,
  "multiplicity": 1,
  "total_charge": 0
}

---

Record order is preserved below.
DFT total energy: -64005.6057; -9707.2162; -54141.4731; -69207.3481; -28638.2758; -8337.4538 eV